Below is a molecular structure, C21H27ClHfN3O11STe, with properties calculated with ωB97M-V/def2-TZVPD.

Computed properties:
Energy above the lowest of the compared OMol25 structures with the same formula, charge and spin ... 13.21 kcal per mole
Highest occupied orbital energy ... -11.6 eV
LUMO level ... -3.62 eV

The geometry in ORCA input format:
```
! wB97M-V def2-TZVPD RIJCOSX def2/J DEFGRID3
* xyz 1 1
Hf -1.01396 2.10910 0.08251
O -2.89958 5.34907 -1.19618
C -2.48972 4.36708 -0.69046
O -1.35260 4.14063 0.02439
C -2.93533 2.85961 -0.76405
O -3.04525 2.27465 0.38258
O -2.36296 2.17936 -1.66110
C 5.85715 -3.88536 -2.13951
C 4.42329 -3.86746 -2.68833
S 3.32582 -2.84439 -1.73954
O 3.85665 -2.69108 -0.39948
O 2.99851 -1.66522 -2.51466
C 1.84494 -3.79631 -1.59445
C 1.01635 -3.28994 -0.42317
N 0.24807 -2.06402 -0.76837
C 0.59439 -0.83320 -0.37759
N -0.37118 0.04038 -0.71971
C -1.34599 -0.67951 -1.38229
C -0.99169 -1.95718 -1.39216
N -1.75255 -3.03362 -1.98850
O -1.26658 -4.15805 -1.99315
O -2.84844 -2.73593 -2.41228
C 1.93900 -0.50886 0.19444
H 6.39344 -4.72125 -2.58799
H 5.87283 -4.00486 -1.05775
H 6.38615 -2.96290 -2.38407
H 3.97653 -4.86687 -2.67609
H 4.35795 -3.46030 -3.69734
H 2.12218 -4.84087 -1.41890
H 1.31588 -3.71105 -2.54015
H 1.65945 -3.03661 0.40615
H 0.32892 -4.05162 -0.10764
H -2.20808 -0.22946 -1.83993
H 2.20346 -1.15870 1.03494
H 1.97051 0.52442 0.50230
H 2.69656 -0.67297 -0.57167
C -3.43260 -1.00319 1.44122
C -3.57149 0.05133 2.51188
C -4.75004 0.17132 3.23712
C -4.88658 1.13123 4.22730
Cl -6.35547 1.21083 5.14020
C -3.86684 2.01816 4.49377
C -2.68917 1.93269 3.76333
C -2.56908 0.94964 2.81245
O -1.34715 0.82619 2.06656
C -0.13569 1.13520 2.86126
C 0.30818 2.48673 2.34180
O 0.18793 3.51724 2.92885
O 0.66956 2.35312 1.02682
H -4.26345 -1.71065 1.48826
H -2.50101 -1.56116 1.54934
H -3.44410 -0.55537 0.44561
H -5.57824 -0.49681 3.02386
H -3.98124 2.77065 5.26416
H -1.90255 2.66088 3.93465
H 0.60255 0.38161 2.62532
H -0.34209 1.15226 3.91629
C 2.36400 2.25731 -2.31294
Te 0.42202 3.05344 -2.28222
C 1.05715 4.96118 -1.67035
H 2.90336 2.80392 -3.08173
H 2.31378 1.19876 -2.57038
H 2.82328 2.39695 -1.33761
H 1.69975 5.33318 -2.46056
H 1.58456 4.86941 -0.72706
H 0.17658 5.58721 -1.55795
*
```

The net atomic charges from natural (NBO), expressed in e, are: 2.201 -0.478 0.733 -0.804 0.609 -0.709 -0.650 -0.614 -0.664 2.168 -0.957 -0.964 -0.691 -0.222 -0.308 0.492 -0.642 -0.007 0.144 0.527 -0.379 -0.325 -0.698 0.235 0.240 0.228 0.240 0.261 0.263 0.267 0.250 0.256 0.277 0.248 0.259 0.290 -0.624 -0.062 -0.195 -0.029 0.040 -0.208 -0.276 0.331 -0.594 -0.165 0.723 -0.477 -0.855 0.240 0.214 0.222 0.237 0.246 0.249 0.218 0.240 -0.879 0.699 -0.847 0.248 0.248 0.235 0.240 0.243 0.260


Below is 2 unconnected molecules or ions with the total composition C21H27ClIN4O2, with properties calculated with ωB97M-V/def2-TZVPD.

Computed properties:
Highest occupied orbital energy ... -8.8 eV
LUMO level ... -1.46 eV

The geometry in ORCA input format:
```
! wB97M-V def2-TZVPD RIJCOSX def2/J DEFGRID3
* xyz 0 2
C 1.40651 -2.39388 -1.85106
C 1.48600 -1.57538 -3.23611
Cl 2.94142 -2.29668 -4.17033
C 0.21337 -1.75508 -4.21158
C -1.21193 -1.72912 -3.47930
C -2.34998 -2.76311 -3.81895
C -3.76607 -2.79660 -3.07623
N -4.69289 -3.83010 -3.48872
C -5.91727 -3.79140 -2.73692
C -6.21112 -2.71325 -1.63733
N -5.34107 -1.64263 -1.22882
C -4.10438 -1.74435 -1.97426
C -2.96388 -0.66665 -1.63508
I -3.43175 0.81850 -0.07495
C -1.57173 -0.65859 -2.34264
N -0.58460 0.40886 -1.94316
C -1.01155 1.46922 -2.62804
O -1.57418 2.52154 -3.03096
H 0.37020 -2.42278 -1.36136
H 2.10288 -1.84925 -1.09049
H 1.85788 -3.43807 -1.99365
H 1.70022 -0.44875 -3.09566
H 0.33964 -2.67786 -4.91032
H 0.22832 -0.84059 -4.93632
H -2.15485 -3.54640 -4.65298
H -6.71101 -4.59755 -2.97021
H -7.24535 -2.76920 -1.11187
C -0.24848 2.42146 1.88828
C 1.15019 2.01282 1.35217
C 1.23761 0.47379 1.20820
C 1.43727 -0.26714 2.52527
C 2.59873 0.32496 3.31500
C 2.45918 1.84777 3.53038
N 2.20166 2.58101 2.25303
O 3.37824 2.61933 1.55156
C 1.32110 2.11781 4.54607
C 3.72486 2.36812 4.26335
C 1.19461 2.61538 -0.08022
H -0.20710 3.36761 2.43647
H -0.96899 2.57411 1.07664
H -0.69282 1.66175 2.53462
H 2.07376 0.21489 0.54617
H 0.33394 0.09330 0.71746
H 0.51726 -0.24384 3.11949
H 1.63809 -1.32285 2.32292
H 2.67536 -0.18712 4.28060
H 3.53373 0.10496 2.78316
H 1.14918 3.19245 4.66797
H 1.57827 1.71672 5.53249
H 0.37422 1.65088 4.28327
H 4.64880 2.14561 3.72173
H 3.82795 1.89795 5.24694
H 3.67264 3.45041 4.42102
H 1.15155 3.70881 -0.05048
H 0.34534 2.26725 -0.67291
H 2.09104 2.32094 -0.63335
*
```

The net atomic charges from natural (NBO), expressed in e, are: -0.657 -0.145 -0.104 -0.479 -0.001 -0.192 0.094 -0.363 -0.014 -0.004 -0.389 0.200 -0.209 0.204 0.085 -0.583 0.892 -0.465 0.232 0.228 0.238 0.239 0.256 0.239 0.250 0.230 0.223 -0.628 0.103 -0.419 -0.402 -0.419 0.109 -0.029 -0.352 -0.626 -0.604 -0.590 0.221 0.220 0.204 0.209 0.226 0.195 0.215 0.216 0.215 0.218 0.215 0.209 0.228 0.208 0.217 0.218 0.201 0.223


Below is 4 unconnected molecules or ions with the total composition C21H27ClN4O2P, with properties calculated with ωB97M-V/def2-TZVPD.

Computed properties:
Highest occupied orbital energy ... -4.6 eV
LUMO level ... 2.31 eV

The geometry in ORCA input format:
```
! wB97M-V def2-TZVPD RIJCOSX def2/J DEFGRID3
* xyz -1 1
C 4.06297 3.62451 -1.69368
C 4.35070 2.55809 -2.42069
P 3.24981 1.86132 -3.80005
Cl 1.85671 1.23442 -5.40074
N 2.64891 0.44683 -2.77932
C 3.56356 -0.65853 -2.68912
C 4.87910 -0.64374 -1.91030
O 3.26016 -1.67125 -3.22913
C 2.08440 0.79007 -1.54025
C 0.61200 1.23533 -1.58482
O 2.62437 0.71988 -0.46492
H 3.51904 4.48627 -2.09471
H 4.39138 3.70009 -0.65159
H 5.30960 2.07245 -2.18568
H 4.29945 1.01813 -4.32455
H 3.66538 2.94720 -4.66285
H 2.17716 2.67495 -3.29626
H 4.75078 -0.15226 -0.94118
H 5.60060 -0.07028 -2.51140
H 5.24836 -1.66839 -1.81799
H 0.14067 0.64915 -2.38282
H 0.11663 1.07060 -0.62559
H 0.58681 2.28220 -1.91642
N -2.27661 -0.29528 -2.64384
C -3.11102 -0.15915 -3.67474
C -4.37204 -0.73285 -3.72314
C -4.78824 -1.49367 -2.64034
C -3.93466 -1.64722 -1.56044
C -2.69428 -1.02746 -1.61295
H -2.73847 0.44189 -4.49777
H -5.01015 -0.58810 -4.58509
H -5.76657 -1.96017 -2.63906
H -4.22051 -2.23091 -0.69689
H -1.99259 -1.11331 -0.79278
N -3.38100 -0.58377 1.40963
C -4.06599 0.55931 1.36730
C -4.49680 1.24046 2.49593
C -4.20140 0.70326 3.73977
C -3.49152 -0.48363 3.80339
C -3.10720 -1.08182 2.61528
H -4.27433 0.93912 0.37186
H -5.04735 2.16701 2.40218
H -4.51842 1.20463 4.64618
H -3.23850 -0.93490 4.75135
H -2.54515 -2.01014 2.61779
N -0.47626 -1.01314 4.98032
C 0.00504 -1.71818 6.00551
C 1.21910 -2.38593 5.97865
C 1.97745 -2.32247 4.81972
C 1.49653 -1.59766 3.74234
C 0.27092 -0.96379 3.87502
H -0.62407 -1.74238 6.88970
H 1.56110 -2.94112 6.84207
H 2.93149 -2.83139 4.75773
H 2.05706 -1.52299 2.82014
H -0.14412 -0.38124 3.05921
*
```

The net atomic charges from natural (NBO), expressed in e, are: -0.452 -0.455 0.893 -0.524 -0.843 0.743 -0.735 -0.549 0.741 -0.724 -0.636 0.181 0.179 0.178 -0.126 -0.140 -0.128 0.251 0.226 0.216 0.257 0.210 0.235 -0.406 0.035 -0.274 -0.187 -0.256 0.041 0.200 0.211 0.205 0.222 0.209 -0.429 0.028 -0.252 -0.178 -0.248 0.031 0.199 0.214 0.211 0.231 0.193 -0.433 0.025 -0.268 -0.168 -0.252 0.037 0.184 0.214 0.216 0.240 0.207


Below is a molecular structure, C21H27F6N5O2SbTc, with properties calculated with ωB97M-V/def2-TZVPD.

Computed properties:
Highest occupied orbital energy (spin up / spin down) ... -14.2 / -14.0 eV
LUMO level (spin up / spin down) ... -9.26 / -9.49 eV

The geometry in ORCA input format:
```
! wB97M-V def2-TZVPD RIJCOSX def2/J DEFGRID3
* xyz 2 1
Tc 0.23646 -0.49628 0.53162
O -0.00475 -0.52720 2.52780
C -1.04753 -0.60768 3.24134
C -0.89499 -1.09845 4.58622
C -1.99033 -1.24315 5.37773
C -3.26560 -0.86877 4.89540
C -3.41913 -0.31547 3.60506
C -2.35092 -0.18738 2.77997
C -2.51745 0.42340 1.46868
N -1.63180 0.43065 0.55775
C -1.84422 1.20956 -0.67051
C -0.75596 2.24097 -0.62491
N 0.48587 1.54021 -0.19536
C 1.57220 2.23752 -0.31281
C 2.87734 1.85475 0.08659
C 3.95166 2.74626 -0.08469
C 5.21822 2.37211 0.27556
C 5.42616 1.09501 0.81722
C 4.37918 0.21728 1.00086
C 3.09976 0.59987 0.63796
O 2.09798 -0.28710 0.81370
H 0.09974 -1.37283 4.92295
H -1.88448 -1.64709 6.37705
H -4.13523 -0.99650 5.52769
H -4.39740 -0.00156 3.25756
H -3.46412 0.91827 1.26850
H -2.83523 1.65179 -0.70952
H -1.73052 0.54892 -1.52363
H -1.00084 2.99935 0.11846
H -0.62477 2.73057 -1.58606
H 1.48450 3.23224 -0.75143
H 3.76586 3.73147 -0.50099
H 6.05031 3.05314 0.14248
H 6.42685 0.79300 1.10115
H 4.53312 -0.77137 1.41774
F -1.07902 -1.54364 -0.87068
Sb -2.72573 -2.76928 -0.74202
F -2.32440 -2.63093 1.10089
F -1.54136 -4.20218 -0.80084
F -4.20352 -3.82197 -0.42535
F -2.61530 -2.59387 -2.57539
F -3.71676 -1.18511 -0.60892
C 1.97384 -5.70505 0.31178
N 0.96473 -4.69784 0.67476
C 0.19246 -4.96120 1.89045
C 0.90301 -3.50258 0.08461
N 0.62174 -2.42442 0.85352
N 1.12453 -3.40589 -1.22484
C 1.44257 -2.15395 -1.90804
C 0.85697 -4.52981 -2.13687
H 2.52727 -5.98127 1.20764
H 2.67713 -5.30122 -0.40802
H 1.51640 -6.60457 -0.09670
H -0.01092 -6.02767 1.94073
H -0.75871 -4.43412 1.85663
H 0.74363 -4.68445 2.80004
H 0.68228 -2.64548 1.83731
H 1.83415 -1.41625 -1.20928
H 0.56792 -1.75964 -2.42470
H 2.22354 -2.33983 -2.64284
H 0.24414 -5.27536 -1.64264
H 1.77906 -4.98095 -2.50324
H 0.29620 -4.14400 -2.98920
*
```

The net atomic charges from natural (NBO), expressed in e, are: 1.488 -0.483 0.365 -0.166 -0.173 -0.125 -0.139 -0.160 0.251 -0.381 -0.251 -0.241 -0.466 0.240 -0.224 -0.117 -0.194 -0.109 -0.264 0.420 -0.555 0.239 0.254 0.251 0.244 0.234 0.248 0.246 0.224 0.241 0.216 0.238 0.253 0.249 0.246 -0.650 3.199 -0.691 -0.678 -0.636 -0.644 -0.675 -0.410 -0.391 -0.434 0.706 -0.705 -0.378 -0.417 -0.414 0.225 0.222 0.225 0.244 0.240 0.199 0.404 0.199 0.228 0.242 0.245 0.216 0.232